Record 1
{
  "formula": "C20H20FeNO3",
  "method": "ωB97M-V/def2-TZVPD",
  "elements": ["C", "C", "C", "N", "C", "C", "C", "C", "C", "C", "C", "H", "H", "H", "H", "H", "H", "H", "H", "H", "H", "H", "H", "H", "O", "C", "Fe", "C", "O", "C", "O", "C", "C", "C", "C", "C", "C", "C", "H", "H", "H", "H", "H", "H", "H"],
  "xyz": [[-2.74249, 2.04763, -0.08310], [-1.84460, 1.91610, -1.29712], [-2.37772, 2.49374, -2.57708], [-0.66007, 1.44499, -1.20492], [0.32627, 1.57409, -2.29215], [1.74119, 1.74870, -1.78828], [2.55643, 0.63134, -1.58644], [3.82332, 0.78908, -1.01528], [4.29128, 2.06829, -0.69092], [3.49416, 3.18916, -0.95270], [2.21939, 3.03170, -1.49797], [-3.70059, 2.47360, -0.40274], [-2.93667, 1.08603, 0.41610], [-2.28227, 2.72436, 0.65900], [-3.47004, 2.47625, -2.57252], [-2.05181, 3.54069, -2.68069], [-2.01631, 1.92245, -3.44086], [0.30599, 0.68162, -2.93809], [0.07595, 2.43711, -2.93007], [2.17448, -0.36194, -1.84581], [4.44019, -0.09328, -0.83273], [5.28183, 2.18866, -0.24710], [3.86509, 4.18992, -0.73611], [1.57270, 3.88937, -1.69700], [-1.41668, -5.60781, 3.84350], [-1.14203, -4.81549, 3.03380], [-1.28300, -3.30889, 2.20773], [-3.04457, -3.11551, 2.09866], [-4.15846, -2.89688, 2.35901], [-1.27996, -2.36477, 3.67570], [-1.55012, -1.85267, 4.68797], [-0.20407, -0.19187, 0.49428], [0.99142, -0.43136, 1.16570], [1.37616, -1.58705, 1.83963], [0.81673, -2.87878, 1.70728], [0.01325, -3.33247, 0.61392], [-1.05428, -2.54484, 0.11976], [-1.20673, -1.14126, 0.29128], [-0.35998, 0.87764, 0.21669], [1.66216, 0.43344, 1.23836], [2.26095, -1.50638, 2.48374], [1.33164, -3.64497, 2.31047], [0.13246, -4.35049, 0.22545], [-1.72527, -3.03623, -0.59946], [-2.24532, -0.79301, 0.22111]],
  "atomic_forces_ev_per_a": [[-0.1, -0.1, 0.1], [0.3, 0.1, 0.6], [0.0, -0.2, -0.4], [-0.8, 1.6, -1.9], [0.6, -0.4, -0.5], [0.1, 0.1, 0.2], [0.0, 0.2, 0.2], [-0.1, 0.1, -0.1], [-0.2, -0.1, -0.1], [0.0, -0.1, 0.0], [0.1, -0.4, 0.1], [0.3, -0.1, 0.2], [0.1, 0.3, -0.2], [-0.1, -0.3, -0.3], [0.2, 0.0, 0.0], [-0.1, -0.3, 0.0], [-0.1, 0.3, 0.2], [-0.2, 0.1, 0.3], [-0.1, -0.2, 0.4], [0.2, 0.3, 0.1], [-0.1, 0.3, -0.1], [-0.3, 0.0, -0.2], [-0.1, -0.3, 0.0], [0.3, -0.1, 0.1], [1.3, 1.7, -2.4], [-1.5, -4.9, 4.4], [0.5, 1.2, -3.9], [-5.0, 0.6, 1.5], [3.1, -0.6, -1.2], [-0.9, 3.3, 4.9], [1.0, -1.4, -2.7], [2.0, -1.1, 2.5], [-1.0, 2.8, -1.8], [0.3, -3.1, 1.3], [2.8, 1.0, 0.3], [-0.7, 0.2, -0.9], [1.0, -0.2, -0.5], [-2.0, -0.6, -0.5], [-0.2, -0.2, 0.5], [-0.1, -0.4, -0.1], [-0.6, 0.0, 0.0], [-0.1, 0.3, -0.6], [-0.1, 0.4, 0.4], [0.0, 0.1, 0.5], [0.5, -0.1, -0.4]],
  "mulliken_spin": [0.016, -0.048, 0.039, 0.379, 0.009, 0.021, 0.002, -0.002, 0.000, 0.005, -0.001, -0.001, -0.005, -0.002, 0.002, -0.003, -0.001, 0.003, 0.018, 0.001, 0.001, 0.000, 0.000, -0.001, 0.041, -0.063, 2.077, -0.056, 0.032, -0.010, 0.011, 0.089, 0.266, 0.388, -0.098, 0.278, -0.025, 0.472, 0.124, 0.009, 0.019, -0.015, 0.011, 0.018, 0.000],
  "s2": 6.12,
  "charge": 1,
  "gap_ev": [5.986, 3.836],
  "homo_ev": [-9.250, -10.962],
  "spin_multiplicity": 5,
  "lumo_energy_ev": [-3.26, -7.13]
}


Record 2
{
  "formula": "C20H20IN6O6RhS2",
  "method": "ωB97M-V/def2-TZVPD",
  "elements": ["Rh", "O", "C", "O", "C", "C", "N", "N", "C", "C", "O", "O", "H", "H", "H", "C", "C", "N", "C", "C", "S", "C", "C", "S", "C", "N", "C", "H", "H", "H", "H", "H", "H", "H", "H", "N", "C", "O", "C", "I", "H", "H", "H", "H", "O", "N", "C", "C", "C", "C", "C", "H", "H", "H", "H", "H"],
  "xyz": [[-0.17616, 0.11628, -0.81023], [3.82302, 0.30980, 3.29263], [2.62878, 0.25339, 3.85634], [2.46531, 0.18713, 5.04477], [1.44176, 0.25251, 2.94830], [0.12746, 0.27118, 3.38239], [-0.66171, 0.21687, 2.30723], [0.06204, 0.16282, 1.20530], [1.34362, 0.20299, 1.55368], [2.33167, 0.18885, 0.42846], [3.53021, 0.18628, 0.63379], [1.79146, 0.16821, -0.75131], [3.80522, 0.29757, 2.30548], [-0.25608, 0.31564, 4.39100], [-1.70746, 0.25523, 2.25267], [-0.11088, -2.04844, -3.67190], [-0.10556, -0.56703, -3.82105], [-0.16825, 0.32119, -2.86246], [-0.11969, 1.61917, -3.31522], [-0.04491, 1.72299, -4.64853], [-0.01019, 0.17332, -5.36282], [-0.12110, 2.67506, -2.32069], [-0.02437, 4.00025, -2.50107], [0.01144, 4.80341, -0.99610], [-0.11933, 3.31387, -0.16312], [-0.18799, 2.30794, -0.98918], [-0.15201, 3.23794, 1.32399], [-0.14803, -2.32846, -2.62454], [0.78928, -2.46947, -4.12168], [-0.96539, -2.48048, -4.19408], [0.00839, 2.62382, -5.24168], [0.04331, 4.54245, -3.43249], [-0.20471, 4.23159, 1.76284], [0.74955, 2.74673, 1.69645], [-1.01994, 2.65815, 1.64808], [-3.75825, 0.65436, -2.06399], [-3.35546, -0.09346, -1.01066], [-2.14231, -0.03596, -0.63683], [-4.29325, -0.85045, -0.27880], [-4.12757, 1.03249, 1.94932], [-3.11797, 1.30832, -2.47423], [-4.73565, 0.74768, -2.27598], [-3.93941, -1.59470, 0.41437], [-5.33524, -0.87116, -0.56778], [0.01333, -2.10151, -0.59340], [0.68320, -2.53420, 0.47898], [2.01951, -2.66812, 0.42527], [2.73417, -3.02450, 1.54780], [2.06789, -3.25982, 2.73955], [0.68102, -3.17674, 2.75344], [0.00916, -2.81763, 1.60881], [2.47120, -2.46422, -0.53404], [3.81086, -3.09856, 1.48125], [2.61232, -3.51096, 3.64001], [0.11854, -3.38388, 3.65334], [-1.06485, -2.72571, 1.53833]],
  "atomic_forces_ev_per_a": [[0.2, 0.7, 0.5], [0.2, -0.1, 0.2], [-0.2, -0.1, 0.1], [0.0, 0.0, 0.0], [0.2, 0.1, -0.1], [0.1, 0.0, 0.4], [-0.9, -0.2, 0.1], [0.4, 0.1, -0.6], [0.0, 0.0, 0.1], [-0.3, 0.2, -0.2], [0.2, 0.0, 0.1], [0.5, 0.0, 0.0], [-0.1, 0.0, -0.1], [0.0, 0.0, -0.1], [0.3, 0.1, 0.0], [0.0, 0.0, 0.0], [0.0, 0.0, -0.4], [0.1, -0.7, 0.6], [-0.1, 0.0, 0.4], [0.1, 0.2, -0.8], [0.0, 0.0, 0.1], [0.0, -0.2, 0.4], [0.1, 0.8, -0.3], [-0.1, -0.1, 0.1], [-0.1, 0.3, 0.1], [0.0, -2.1, -0.3], [0.0, -0.1, 0.0], [0.0, 0.0, 0.0], [0.0, 0.0, 0.0], [0.0, 0.0, 0.0], [0.0, -0.1, 0.0], [0.0, 0.0, 0.1], [0.0, 0.0, 0.0], [0.0, 0.1, 0.0], [0.0, 0.2, -0.1], [0.0, -0.1, -0.2], [0.0, 0.3, 0.1], [-0.4, -0.5, 0.3], [0.0, 0.1, 0.0], [0.2, -0.1, 0.0], [0.0, 0.1, 0.0], [0.0, 0.0, 0.0], [0.0, 0.0, -0.1], [0.1, 0.1, 0.0], [-0.3, 0.9, -0.3], [0.2, 0.1, 0.1], [0.0, -0.1, -0.2], [0.1, -0.1, 0.1], [-0.1, 0.0, -0.1], [0.1, -0.1, 0.1], [-0.2, 0.0, 0.0], [-0.1, 0.1, 0.0], [0.0, 0.0, 0.0], [0.0, 0.0, 0.0], [0.0, 0.0, 0.0], [0.0, 0.1, -0.1]],
  "mulliken_spin": [0.008, 0.000, 0.000, 0.000, -0.001, -0.005, 0.001, -0.004, 0.003, 0.000, 0.000, -0.001, 0.000, -0.002, 0.009, 0.000, 0.000, 0.001, 0.003, -0.001, 0.000, 0.003, -0.001, 0.000, 0.001, 0.000, -0.009, 0.000, 0.000, 0.000, 0.000, 0.000, 0.000, 0.000, 0.005, 0.050, 0.159, 0.069, 0.360, 0.378, -0.006, -0.001, -0.012, -0.004, -0.002, 0.000, 0.000, 0.000, 0.000, 0.000, -0.001, 0.000, 0.000, 0.000, 0.000, 0.000],
  "s2": 0.76,
  "charge": 1,
  "gap_ev": [5.601, 6.450],
  "homo_ev": [-9.655, -10.502],
  "spin_multiplicity": 2,
  "lumo_energy_ev": [-4.05, -4.05]
}


Record 3
{
  "formula": "C20H20IO6PRe",
  "method": "ωB97M-V/def2-TZVPD",
  "elements": ["Re", "I", "C", "C", "C", "C", "C", "C", "C", "C", "C", "C", "H", "H", "H", "H", "H", "H", "C", "O", "P", "O", "C", "O", "C", "H", "H", "H", "H", "H", "H", "H", "H", "H", "O", "C", "C", "C", "C", "C", "C", "C", "O", "O", "H", "H", "H", "H", "H"],
  "xyz": [[-0.70124, -0.74874, 0.05230], [-1.02125, 0.14279, 2.63207], [-1.07609, -1.80809, 3.34040], [-1.17605, -2.08714, 4.67492], [-1.16209, -3.43532, 5.07989], [-1.03655, -4.43322, 4.15176], [-0.94005, -4.13507, 2.77351], [-0.80166, -5.15549, 1.80059], [-0.72571, -4.87267, 0.46134], [-0.82731, -3.54593, 0.02620], [-0.88287, -2.49205, 0.94422], [-0.97075, -2.78797, 2.34708], [-1.26051, -1.30245, 5.41479], [-1.24045, -3.67009, 6.13204], [-1.00677, -5.46880, 4.46527], [-0.77068, -6.18536, 2.13588], [-0.63924, -5.66925, -0.26391], [-0.86231, -3.35062, -1.03778], [-0.24412, 0.26629, -3.95018], [0.82228, 0.25682, -2.95301], [0.92720, -0.81996, -1.81976], [2.24832, -0.49112, -1.05582], [3.54732, -0.14776, -1.64638], [0.93416, -2.23099, -2.48741], [1.74242, -2.62607, -3.64566], [0.21139, 0.59018, -4.87953], [-0.99754, 0.97893, -3.62610], [-0.67068, -0.72952, -4.06204], [4.28686, -0.74247, -1.12218], [3.70586, 0.91236, -1.48080], [3.55185, -0.36865, -2.71028], [1.12279, -3.29491, -4.23233], [2.62217, -3.14085, -3.27203], [2.01670, -1.74946, -4.22808], [-3.80130, 2.43847, -1.19342], [-4.47212, 1.46794, -1.83064], [-5.66483, 1.84723, -2.44545], [-6.42005, 0.91538, -3.11803], [-6.02056, -0.42916, -3.20854], [-4.85569, -0.81455, -2.61219], [-4.05315, 0.12245, -1.90969], [-2.85784, -0.37033, -1.31700], [-2.41022, -1.53670, -1.34819], [-2.05105, 0.46520, -0.61321], [-2.98244, 2.09731, -0.80893], [-5.97264, 2.88091, -2.37569], [-7.34384, 1.22990, -3.58581], [-6.63072, -1.14431, -3.74037], [-4.52139, -1.84202, -2.65901]],
  "atomic_forces_ev_per_a": [[0.3, -0.9, 0.1], [0.0, 0.3, 0.0], [0.0, -0.2, 0.0], [0.0, -0.1, 0.0], [0.0, 0.1, 0.0], [0.0, 0.0, 0.0], [0.0, 0.0, 0.1], [0.0, 0.0, 0.0], [0.0, 0.0, -0.1], [0.0, 0.0, 0.0], [0.1, -0.4, 0.5], [0.0, 0.0, 0.0], [0.0, 0.0, 0.0], [0.0, 0.0, 0.0], [0.0, 0.0, 0.0], [0.0, 0.0, 0.0], [0.0, 0.0, 0.0], [0.0, 0.0, 0.0], [0.1, 0.0, 0.1], [0.1, 0.1, -0.1], [0.0, 0.2, 0.3], [0.0, 0.0, -0.3], [-0.1, 0.0, 0.0], [0.0, -0.1, -0.1], [-0.1, 0.1, 0.2], [0.0, 0.0, 0.0], [0.0, 0.0, 0.0], [0.0, 0.0, 0.0], [0.0, 0.0, 0.0], [0.0, 0.0, 0.0], [0.0, 0.0, 0.0], [0.0, 0.0, 0.0], [0.0, 0.0, 0.0], [0.0, 0.0, 0.0], [0.0, -0.1, 0.0], [0.1, 0.2, 0.1], [0.0, -0.1, 0.0], [0.0, 0.0, 0.0], [0.0, 0.0, 0.0], [0.0, 0.0, 0.0], [-0.1, -0.2, -0.2], [0.3, 0.5, 0.1], [0.1, 0.0, 0.0], [-0.9, 0.7, -0.6], [-0.1, 0.0, 0.0], [0.0, 0.0, 0.0], [0.0, 0.0, 0.0], [0.0, 0.0, 0.0], [0.0, 0.0, 0.0]],
  "mulliken_spin": [2.868, -0.008, 0.007, -0.012, 0.001, -0.011, 0.016, -0.018, 0.020, -0.099, -0.048, 0.017, 0.001, -0.001, 0.000, 0.000, 0.000, -0.007, -0.002, 0.007, 0.136, 0.000, 0.002, -0.012, 0.000, 0.000, 0.001, 0.002, 0.001, -0.001, 0.000, 0.000, 0.000, 0.000, 0.003, 0.018, -0.007, 0.011, 0.000, 0.008, -0.015, 0.023, 0.039, 0.058, -0.004, 0.000, 0.000, 0.000, 0.005],
  "s2": 3.79,
  "charge": 2,
  "gap_ev": [5.718, 5.935],
  "homo_ev": [-13.962, -13.967],
  "spin_multiplicity": 4,
  "lumo_energy_ev": [-8.24, -8.03]
}